This record from the OMol25 dataset describes C28H28F2N4O4 in the gas phase. The level of theory is ωB97M-V with the def2-TZVPD basis set.

```
66
Properties=species:S:1:pos:R:3:forces:R:3
C -3.575331 2.823690 -6.047453 0.029 -0.035 -0.042
O -3.858348 3.243824 -4.739674 -0.088 0.085 0.272
C -3.205276 2.468931 -3.760801 0.082 -0.023 0.191
C -3.608187 2.988302 -2.378611 -0.245 0.054 -0.331
N -2.816780 2.385969 -1.335575 0.128 0.175 -0.276
C -3.293543 1.382967 -0.556089 0.280 0.182 0.098
O -4.439867 0.983443 -0.580115 -0.288 -0.267 -0.027
C -2.221573 0.843003 0.333806 0.018 -0.239 0.203
C -1.475874 1.680516 1.155312 -0.177 -0.189 -0.048
C -0.326911 1.222558 1.760976 -0.056 -0.127 0.150
C 0.153877 -0.072745 1.524774 -0.306 0.008 -0.045
C -0.761245 -0.976843 0.940683 0.000 0.175 0.203
C -1.905043 -0.505392 0.314630 0.001 0.307 0.021
H -2.553325 -1.193744 -0.208417 -0.101 -0.104 -0.071
N -0.543864 -2.371230 0.938561 -0.210 0.201 -0.257
C 0.006893 -3.066837 1.971390 -0.047 -0.383 -0.041
O 0.466590 -2.578593 2.976345 -0.157 -0.148 0.099
C 0.047315 -4.554014 1.725137 0.009 -0.085 0.167
C 1.242293 -5.256510 1.856810 -0.194 -0.165 -0.142
C 1.312777 -6.631931 1.730536 0.152 0.160 0.077
C 0.154319 -7.346077 1.478296 -0.039 0.207 0.009
C -1.055187 -6.688581 1.335551 -0.164 0.105 -0.013
C -1.087774 -5.311861 1.457234 0.355 -0.181 -0.007
F -2.268392 -4.679957 1.305436 0.038 0.023 0.031
H -1.969597 -7.223165 1.135433 -0.105 -0.031 -0.015
H 0.194367 -8.419874 1.388514 0.005 -0.097 -0.015
H 2.266343 -7.123699 1.835267 0.109 -0.018 0.007
F 2.377557 -4.572334 2.070292 -0.113 -0.039 0.023
H -1.106422 -2.881687 0.271086 0.196 -0.085 0.130
N 1.455464 -0.449849 1.792485 0.088 0.114 -0.116
C 2.346626 0.330010 2.601806 0.104 0.263 0.141
H 1.782608 0.903875 3.335442 0.043 -0.032 0.029
C 3.268452 1.266200 1.765350 0.023 -0.259 0.096
C 2.433393 2.283129 1.051263 0.264 0.592 0.535
C 2.215311 3.520266 1.595685 0.202 -0.270 0.002
C 1.312752 4.401821 0.980232 -0.170 -0.167 -0.244
C 0.618290 3.995547 -0.113857 0.024 0.288 0.149
C 0.825526 2.705797 -0.696072 0.052 0.120 0.045
O 0.203074 2.267612 -1.661512 -0.086 -0.048 -0.275
N 1.824185 1.924473 -0.103668 -0.043 0.209 -0.056
C 2.145402 0.704711 -0.832164 0.001 -0.601 -0.490
C 3.021312 -0.303883 -0.090362 -0.029 -0.042 0.195
C 4.051013 0.428756 0.760063 -0.023 0.018 -0.068
H 4.691721 -0.286955 1.277584 0.044 -0.006 0.025
H 4.683372 1.070363 0.142027 0.063 -0.006 0.015
H 3.519972 -0.929362 -0.836864 -0.044 0.066 -0.007
C 2.180018 -1.223818 0.813517 0.216 0.006 -0.425
H 1.495812 -1.793999 0.189407 0.079 0.014 0.094
H 2.838499 -1.928161 1.333780 -0.020 -0.055 -0.031
H 1.192703 0.250992 -1.126226 0.174 0.065 0.001
H 2.644648 1.018267 -1.757558 -0.120 -0.067 0.079
H -0.115195 4.624671 -0.592456 -0.059 0.042 -0.075
H 1.156230 5.384149 1.400185 -0.059 0.104 0.011
H 2.719999 3.798590 2.506091 0.093 -0.060 0.095
H 3.943842 1.778401 2.455377 -0.092 0.045 -0.071
H 2.991472 -0.370014 3.145583 0.008 0.061 0.070
H 0.243168 1.911613 2.362048 0.130 0.064 -0.021
H -1.777207 2.707895 1.290810 0.007 0.125 -0.020
H -1.809558 2.492357 -1.413428 0.012 -0.114 0.101
H -4.655661 2.751865 -2.181519 0.104 0.111 -0.039
H -3.476415 4.074164 -2.363267 -0.060 -0.060 -0.017
H -3.484104 1.408599 -3.859827 0.046 0.065 0.033
H -2.111504 2.546921 -3.877230 -0.095 -0.035 -0.004
H -2.501136 2.889996 -6.264160 -0.036 0.001 -0.017
H -4.121991 3.487757 -6.713974 0.042 -0.054 -0.075
H -3.901883 1.789114 -6.213928 0.007 0.033 -0.017
```
Positions in Å, forces in eV/Å.

multiplicity: 1
Kohn-Sham gap: 8.133 eV
energy above the lowest of the compared OMol25 structures with the same formula, charge and spin: 7.8 kcal per mole
structure (SMILES): COCCNC(=O)c1ccc(N2C[C@@H]3C[C@H](C2)c2cccc(=O)n2C3)c(NC(=O)c2c(F)cccc2F)c1

This record from the OMol25 dataset describes a molecular structure, C28H28F5FeN4S2. The level of theory is ωB97M-V with the def2-TZVPD basis set.

```
68
Properties=species:S:1:pos:R:3:forces:R:3
Fe -0.002079 0.027008 0.600472 -0.184 -0.321 -0.298
C -0.152009 -6.590643 2.752775 -0.005 -0.002 0.029
C -1.102680 -6.229658 1.603306 -0.005 0.034 -0.016
C -0.737784 -7.050261 0.357373 0.013 -0.004 -0.021
C -2.531826 -6.573168 2.019319 -0.021 -0.007 0.006
C -0.947221 -4.751047 1.269182 0.026 -0.057 0.006
C -2.009809 -3.853867 1.267020 -0.015 0.030 -0.023
C -1.783123 -2.526789 0.943669 0.025 -0.060 -0.017
N -0.579538 -2.058994 0.628331 0.030 -0.026 0.212
C 0.455494 -2.909417 0.597172 0.070 -0.008 -0.078
C 0.305501 -4.246004 0.917331 -0.044 0.047 -0.044
C 1.752787 -2.304378 0.170055 -0.060 -0.067 0.003
C 2.911255 -3.049716 0.016653 -0.028 0.045 -0.004
C 4.092048 -2.440785 -0.394018 0.037 -0.027 -0.011
C 4.035587 -1.070166 -0.643904 -0.007 -0.004 -0.015
C 2.850035 -0.390109 -0.476932 -0.020 -0.040 -0.046
N 1.721215 -0.987601 -0.077129 0.219 0.084 0.075
C 5.396622 -3.203790 -0.578218 -0.038 0.028 0.006
C 6.460649 -2.585841 0.340383 0.015 -0.003 0.001
C 5.837548 -3.071313 -2.043078 0.013 0.002 -0.015
C 5.250789 -4.685602 -0.237939 -0.012 -0.027 0.008
H -0.255913 -7.648332 2.996251 -0.006 -0.010 -0.007
H -0.381636 -6.014566 3.650988 -0.005 0.008 0.000
H 0.892005 -6.414311 2.493434 0.010 0.003 -0.005
H -0.869569 -8.112553 0.564756 0.003 -0.008 0.011
H 0.300598 -6.895745 0.061531 0.005 0.004 -0.005
H -1.374609 -6.787971 -0.488624 -0.012 0.004 0.002
H -2.591563 -7.634194 2.260418 0.005 -0.007 0.002
H -3.247821 -6.380087 1.219104 0.001 -0.001 -0.015
H -2.842317 -6.016790 2.905880 0.006 0.005 0.008
H -3.015154 -4.170545 1.499920 -0.004 -0.003 0.010
H -2.594098 -1.807255 0.920799 0.000 0.019 0.025
H 1.157972 -4.907161 0.885266 0.004 -0.009 0.009
H 2.893356 -4.108970 0.214164 0.005 -0.005 0.006
H 4.908215 -0.524017 -0.971701 0.008 0.005 -0.003
H 2.786273 0.671174 -0.675868 -0.003 0.018 0.028
H 6.657313 -1.543549 0.089830 -0.001 0.011 0.001
H 7.397192 -3.134275 0.235397 0.008 -0.001 -0.006
H 6.154922 -2.632872 1.386718 -0.006 -0.011 0.007
H 6.029685 -2.033622 -2.315985 -0.004 0.008 -0.002
H 5.079979 -3.466697 -2.721387 -0.007 -0.013 0.002
H 6.759370 -3.632204 -2.199908 0.011 0.001 0.004
H 4.957759 -4.838209 0.802920 0.002 0.008 0.007
H 6.209418 -5.183000 -0.383041 0.007 0.003 0.000
H 4.525021 -5.183649 -0.884053 -0.003 0.004 -0.010
F -0.561148 6.335643 -1.343195 0.003 0.013 -0.002
C -0.892383 5.072189 -1.105563 -0.012 -0.037 0.012
C 0.078675 4.083553 -1.107433 -0.104 0.034 -0.002
F 1.352394 4.388350 -1.343821 0.011 -0.009 0.001
C -0.302682 2.783332 -0.855362 0.084 -0.034 -0.007
F 0.680045 1.831795 -0.839074 -0.028 0.126 0.073
C -1.605746 2.392687 -0.594570 -0.030 -0.117 0.008
S -2.020346 0.704143 -0.295686 0.031 0.245 0.080
C -2.549854 3.411591 -0.591974 -0.013 0.034 -0.022
F -3.830446 3.134819 -0.330846 -0.008 -0.027 0.020
C -2.210107 4.730603 -0.843619 0.080 -0.029 -0.007
F -3.143852 5.676120 -0.827666 -0.012 0.011 0.001
S 0.586315 0.423188 2.884054 -0.227 -0.007 0.150
C -1.065358 0.659411 3.320977 0.207 0.116 -0.164
N -1.702467 -0.335924 3.994165 0.014 -0.040 0.046
C -3.003175 -0.271195 4.349787 -0.010 0.118 -0.073
C -3.711280 0.844170 4.020834 0.029 -0.077 0.025
C -3.006069 1.857619 3.352094 0.008 0.043 -0.011
N -1.732626 1.776690 3.022764 -0.034 -0.037 0.060
H -1.151378 -1.156332 4.214190 0.013 0.009 -0.016
H -3.405842 -1.123721 4.876958 -0.007 0.006 0.014
H -4.754902 0.942897 4.273201 -0.002 0.014 -0.003
H -3.505640 2.780177 3.078733 -0.024 -0.004 -0.009
```
Positions in Å, forces in eV/Å.

multiplicity: 5
<S²>: 6.01
Kohn-Sham gap (spin up / spin down): 6.752 / 6.819 eV
net charge: +1
energy above the lowest of the compared OMol25 structures with the same formula, charge and spin: 0.0 kcal per mole

Which of these has the lowest multiplicity?
C28H28F2N4O4